{
  "formula": "C45H83ClN3O21PS",
  "method": "the ωB97M-V functional and the def2-TZVPD basis",
  "smiles": "CC(C)=N[C@@]1(P(=N)(O)O)OS(=O)(=O)[C@H](C[C@H](O)CN)[C@H](Cl)[C@H]1COc1ccccc1.CCOC(C)=O.CCOC(C)=O.CCOC(C)=O.CCOC(C)=O.CCOC(C)=O.CCOC(C)=O.CCOC(C)=O",
  "lumo_ev": -0.1146,
  "spin_multiplicity": 1,
  "orbital_gap_ev": 8.063,
  "homo_ev": -8.2,
  "species": ["C", "C", "C", "N", "C", "P", "N", "O", "O", "O", "S", "O", "O", "C", "C", "C", "O", "C", "N", "C", "Cl", "C", "C", "O", "C", "C", "C", "C", "C", "C", "H", "H", "H", "H", "H", "H", "H", "H", "H", "H", "H", "H", "H", "H", "H", "H", "H", "H", "H", "H", "H", "H", "H", "H", "H", "H", "H", "C", "C", "O", "C", "C", "O", "H", "H", "H", "H", "H", "H", "H", "H", "C", "C", "O", "C", "C", "O", "H", "H", "H", "H", "H", "H", "H", "H", "C", "C", "O", "C", "C", "O", "H", "H", "H", "H", "H", "H", "H", "H", "C", "C", "O", "C", "C", "O", "H", "H", "H", "H", "H", "H", "H", "H", "C", "C", "O", "C", "C", "O", "H", "H", "H", "H", "H", "H", "H", "H", "C", "C", "O", "C", "C", "O", "H", "H", "H", "H", "H", "H", "H", "H", "C", "C", "O", "C", "C", "O", "H", "H", "H", "H", "H", "H", "H", "H"],
  "coordinates": [[1.144, 0.007, 0.303], [0.327, -1.396, 0.367], [0.287, -2.055, 1.854], [-0.177, -1.957, -0.723], [-1.641, -1.800, -0.875], [-2.221, -3.628, -1.212], [-1.166, -4.598, -0.464], [-2.174, -4.056, -2.858], [-3.772, -3.940, -0.468], [-2.363, -1.443, 0.331], [-3.017, 0.072, 0.363], [-4.136, 0.041, 1.428], [-2.086, 1.181, 0.817], [-3.825, 0.663, -1.190], [-5.422, 0.819, -1.041], [-5.837, 2.146, -0.198], [-7.286, 2.047, 0.027], [-5.526, 3.434, -1.124], [-4.286, 4.100, -0.616], [-3.396, -0.344, -2.373], [-4.702, -1.620, -2.560], [-1.906, -0.902, -2.176], [-0.902, 0.372, -2.324], [-1.016, 0.987, -3.670], [0.337, 1.452, -3.944], [0.825, 2.609, -2.994], [2.267, 3.150, -3.158], [3.156, 2.494, -4.258], [2.690, 1.371, -5.218], [1.238, 0.822, -5.055], [0.460, 0.917, 0.274], [1.715, 0.007, -0.706], [1.961, 0.065, 1.113], [0.400, -3.185, 1.753], [-0.719, -1.749, 2.298], [1.161, -1.610, 2.464], [-1.673, -5.165, 0.234], [-3.090, -4.185, -3.222], [-3.886, -4.910, -0.602], [-3.419, 1.703, -1.472], [-5.922, 0.904, -2.065], [-5.881, -0.080, -0.496], [-5.365, 2.189, 0.838], [-7.678, 1.714, -0.813], [-5.446, 3.081, -2.217], [-6.469, 4.102, -1.059], [-3.881, 3.619, 0.199], [-3.594, 4.016, -1.379], [-3.426, 0.278, -3.348], [-1.680, -1.534, -3.121], [0.204, 0.054, -2.253], [-1.171, 1.206, -1.584], [0.126, 3.019, -2.186], [2.602, 3.964, -2.440], [4.224, 2.875, -4.345], [3.371, 0.893, -6.019], [0.791, -0.023, -5.677], [-6.958, -6.160, -0.109], [-6.175, -6.934, -1.148], [-5.868, -8.255, -0.682], [-6.699, -9.309, -0.793], [-8.139, -9.070, -1.155], [-6.305, -10.422, -0.530], [-7.920, -6.630, 0.103], [-7.141, -5.137, -0.446], [-6.408, -6.125, 0.836], [-6.678, -6.967, -2.118], [-5.216, -6.438, -1.316], [-8.728, -8.993, -0.241], [-8.492, -9.921, -1.742], [-8.298, -8.188, -1.770], [7.485, -0.942, -6.288], [5.986, -1.028, -6.090], [5.283, -0.487, -7.221], [4.990, -1.181, -8.335], [5.661, -2.506, -8.571], [4.252, -0.705, -9.169], [7.812, -1.529, -7.148], [8.012, -1.303, -5.402], [7.785, 0.092, -6.478], [5.648, -2.044, -5.868], [5.701, -0.414, -5.232], [6.553, -2.351, -9.178], [4.965, -3.154, -9.109], [5.925, -3.034, -7.658], [7.068, 4.379, -0.052], [5.596, 4.642, -0.291], [4.959, 3.506, -0.897], [4.471, 2.457, -0.210], [4.842, 2.293, 1.238], [3.802, 1.620, -0.774], [7.221, 3.549, 0.642], [7.557, 5.266, 0.357], [7.566, 4.103, -0.990], [5.068, 4.949, 0.616], [5.489, 5.466, -1.002], [5.713, 1.641, 1.311], [4.000, 1.832, 1.759], [5.040, 3.231, 1.750], [12.532, 2.349, 0.074], [12.355, 2.738, -1.379], [10.964, 2.873, -1.712], [10.246, 3.992, -1.516], [10.811, 5.083, -0.648], [9.127, 4.084, -1.974], [12.140, 3.115, 0.747], [13.587, 2.193, 0.305], [11.984, 1.428, 0.292], [12.911, 3.640, -1.645], [12.743, 1.938, -2.014], [10.451, 4.948, 0.372], [10.461, 6.044, -1.031], [11.897, 5.130, -0.652], [2.656, 1.374, 6.777], [3.590, 1.721, 5.636], [2.868, 1.857, 4.401], [2.258, 2.988, 4.002], [2.054, 4.099, 4.995], [1.813, 3.078, 2.876], [1.921, 2.162, 6.950], [3.218, 1.217, 7.700], [2.096, 0.464, 6.547], [4.191, 2.611, 5.839], [4.296, 0.900, 5.487], [1.066, 3.997, 5.446], [2.112, 5.051, 4.464], [2.811, 4.138, 5.774], [-6.610, 1.006, 3.745], [-7.246, 1.310, 5.085], [-6.617, 2.439, 5.711], [-6.949, 3.720, 5.470], [-7.818, 4.039, 4.284], [-6.491, 4.606, 6.157], [-6.728, 1.836, 3.045], [-7.055, 0.114, 3.300], [-5.535, 0.842, 3.861], [-8.328, 1.453, 5.015], [-7.090, 0.463, 5.757], [-7.182, 4.283, 3.432], [-8.436, 4.904, 4.533], [-8.504, 3.241, 4.013], [-3.683, -2.644, 3.063], [-4.404, -3.972, 2.967], [-3.986, -4.866, 4.013], [-4.513, -4.879, 5.249], [-5.381, -3.732, 5.687], [-4.228, -5.768, 6.022], [-3.909, -2.131, 4.001], [-3.959, -1.988, 2.239], [-2.600, -2.797, 3.041], [-5.492, -3.861, 2.958], [-4.136, -4.458, 2.026], [-4.766, -2.996, 6.206], [-6.140, -4.116, 6.373], [-5.920, -3.252, 4.874]],
  "mulliken_charge": [-0.620, 0.527, -0.669, -0.329, 0.199, 0.832, -0.948, -0.577, -0.094, 0.096, 1.357, -0.729, -0.736, -0.055, -1.349, 0.382, -0.544, -0.603, -0.704, -0.416, -0.149, -0.664, -0.470, -0.403, 0.281, 0.019, -0.345, -0.532, -0.376, -0.495, 0.005, 0.170, 0.326, 0.326, -0.081, 0.385, 0.252, 0.352, -0.002, -0.048, 0.676, 0.233, 0.249, 0.374, 0.219, 0.356, 0.310, 0.323, 0.589, 0.804, 0.713, -0.159, 0.279, 0.344, 0.328, 0.432, 0.331, -0.821, -0.156, -0.375, 0.697, -0.878, -0.568, 0.350, 0.334, 0.216, 0.327, -0.006, 0.239, 0.304, 0.322, -1.043, -0.328, -0.343, 0.737, -0.953, -0.572, 0.282, 0.363, 0.315, 0.366, 0.312, 0.259, 0.298, 0.326, -0.988, -0.659, -0.344, 0.825, -0.745, -0.487, 0.308, 0.380, 0.485, 0.357, 0.428, 0.305, -0.092, 0.301, -0.951, -0.405, -0.337, 0.763, -1.022, -0.645, 0.269, 0.354, 0.296, 0.358, 0.312, 0.229, 0.339, 0.377, -1.030, -0.441, -0.332, 0.863, -1.225, -0.506, 0.280, 0.366, 0.308, 0.367, 0.350, 0.296, 0.314, 0.399, -0.359, -0.710, -0.362, 0.745, -0.828, -0.579, -0.045, 0.350, 0.276, 0.420, 0.287, 0.164, 0.322, 0.319, -0.055, -0.366, -0.387, 0.669, -0.812, -0.603, 0.286, -0.183, 0.196, 0.368, 0.033, 0.241, 0.354, 0.265]
}